Record 1
The following is a quantum chemistry calculation of a structure of composition C34H42Br30O24 in a non-equilibrium geometry, from the OMol25 dataset.

Computed properties:
molecular weight = 3231.8 g mol⁻¹
charge = 0
Kohn-Sham gap = 8.978 eV
HOMO level = -10.0 eV
E = -2186350.094 eV

```
130
Properties=species:S:1:pos:R:3:mulliken_charge:R:1
C 4.307 -3.831 -1.881 -0.542
Br 5.013 -5.287 -0.828 -0.004
Br 5.921 -2.584 -2.241 -0.074
Br 3.035 -2.777 -0.886 0.401
H 3.897 -4.099 -2.845 0.438
C -3.166 -3.430 -1.224 0.263
Br -3.664 -2.353 -2.694 -0.112
Br -1.271 -3.416 -1.255 0.220
Br -3.736 -5.220 -1.484 -0.041
H -3.510 -3.076 -0.291 -0.197
C -2.508 4.565 -0.007 0.618
Br -4.321 4.390 0.635 -0.113
Br -1.332 4.809 1.463 -0.003
Br -2.479 6.148 -1.098 -0.050
H -2.235 3.702 -0.596 -0.498
C 0.669 3.634 -6.630 -0.489
Br -0.477 2.908 -5.278 -0.017
Br 2.011 2.247 -6.993 -0.086
Br 1.614 5.101 -5.819 -0.031
H 0.125 3.897 -7.514 0.521
C 1.653 -0.770 -4.857 -0.549
Br -0.148 -1.174 -4.151 0.079
Br 2.574 -2.548 -5.027 -0.042
Br 2.624 0.503 -3.652 0.448
H 1.692 -0.207 -5.798 0.304
C 0.496 -5.566 1.725 1.558
Br 0.232 -6.834 0.333 -0.064
Br 2.230 -5.821 2.468 -0.029
Br -0.840 -5.861 3.078 -0.104
H 0.434 -4.542 1.417 -1.264
C 5.564 0.217 0.158 0.223
Br 5.002 2.030 -0.339 -0.007
Br 5.427 0.234 2.157 -0.064
Br 7.422 0.093 -0.163 -0.005
H 4.941 -0.514 -0.367 -0.260
C 5.443 1.892 -5.333 0.102
Br 5.811 2.912 -6.975 -0.047
Br 5.561 3.250 -3.917 0.034
Br 6.968 0.676 -5.150 -0.026
H 4.470 1.418 -5.312 -0.222
C -4.312 2.617 -2.428 0.220
Br -2.777 1.537 -2.911 0.035
Br -5.873 1.481 -2.900 -0.095
Br -4.342 4.174 -3.648 -0.041
H -4.326 2.862 -1.359 -0.273
C 0.451 2.395 6.441 0.624
Br -1.138 3.397 7.003 -0.051
Br -0.090 0.532 6.764 -0.051
Br 1.867 2.754 7.648 -0.017
H 0.665 2.622 5.421 -0.622
C -6.055 -0.688 -0.092 0.880
C -7.597 -0.755 -0.029 -0.260
O -7.904 -2.075 0.222 -0.372
C -6.857 -2.748 0.653 0.541
O -6.844 -3.887 1.049 -0.558
O -5.738 -1.931 0.522 -0.144
H -5.679 0.122 0.503 -0.322
H -5.524 -0.549 -1.036 -0.369
H -7.984 -0.436 -1.011 0.307
H -8.021 -0.081 0.718 0.248
C 3.208 -2.378 2.404 1.949
C 2.949 -2.545 3.862 0.358
O 3.930 -3.592 4.225 -0.427
C 4.879 -3.726 3.262 0.492
O 5.872 -4.422 3.276 -0.594
O 4.513 -2.954 2.209 -0.295
H 3.243 -1.349 2.107 -0.829
H 2.497 -2.933 1.769 -0.941
H 1.950 -2.964 4.110 0.027
H 3.210 -1.612 4.401 0.128
C 1.827 3.063 2.467 0.371
C 2.992 2.631 3.333 -0.163
O 2.444 1.483 4.041 -0.419
C 1.489 0.924 3.313 -0.105
O 1.021 -0.139 3.460 -0.086
O 1.067 1.839 2.394 0.523
H 2.077 3.489 1.516 -0.368
H 1.142 3.823 2.921 0.098
H 3.251 3.388 4.046 0.395
H 3.845 2.249 2.781 -0.148
C 1.818 7.116 -1.644 -0.227
C 2.907 6.128 -1.899 0.027
O 3.349 5.816 -0.593 -0.263
C 2.495 6.285 0.385 0.660
O 2.561 6.072 1.549 -0.536
O 1.548 7.014 -0.243 -0.332
H 0.991 6.829 -2.287 0.210
H 2.137 8.124 -1.943 0.297
H 3.749 6.462 -2.547 0.274
H 2.595 5.117 -2.389 -0.026
C -0.482 -5.723 -4.330 0.446
C -1.391 -5.594 -5.590 -0.105
O -1.826 -6.921 -5.770 -0.357
C -1.414 -7.779 -4.811 0.617
O -1.656 -8.967 -4.757 -0.549
O -0.459 -7.146 -4.068 -0.351
H -0.990 -5.177 -3.536 -0.331
H 0.546 -5.398 -4.409 0.139
H -0.900 -5.143 -6.481 0.259
H -2.200 -4.950 -5.258 0.185
C -0.544 0.494 0.119 0.922
C 0.896 0.089 -0.232 1.315
O 1.587 1.364 -0.383 0.132
C 0.740 2.310 -0.497 0.136
O 1.034 3.451 -0.761 -0.780
O -0.544 1.874 -0.219 0.792
H -0.911 0.351 1.128 -1.184
H -1.251 -0.033 -0.547 0.296
H 1.084 -0.383 -1.187 0.026
H 1.366 -0.483 0.560 -1.393
C -3.828 2.070 4.188 -0.639
C -2.356 2.245 3.843 0.513
O -2.275 1.580 2.580 0.776
C -3.500 1.485 2.037 -0.515
O -3.715 1.069 0.967 -0.021
O -4.429 1.894 2.888 -0.381
H -4.331 2.938 4.620 0.314
H -4.073 1.217 4.819 0.300
H -1.731 1.691 4.567 -0.803
H -2.042 3.296 3.711 0.551
C -1.903 -1.748 4.143 0.304
C -2.943 -2.219 3.107 -0.495
O -2.082 -2.202 1.939 0.023
C -0.776 -2.336 2.259 0.085
O 0.125 -2.477 1.545 -0.587
O -0.661 -2.232 3.598 -0.189
H -2.033 -2.297 5.068 0.396
H -2.068 -0.705 4.434 -0.362
H -3.717 -1.523 2.915 0.227
H -3.268 -3.280 3.152 0.285
```



Record 2
The following is a quantum chemistry calculation of a structure of composition C34H42Br4CaF13KN3O7 in a non-equilibrium geometry, from the OMol25 dataset.

Computed properties:
molecular weight = 1250.5 g mol⁻¹
charge = -1
Kohn-Sham gap = 1.209 eV
HOMO level = -4.1 eV
E = -404986.149 eV

```
105
Properties=species:S:1:pos:R:3:mulliken_charge:R:1
C 1.963 3.975 0.995 -0.386
C 1.745 3.415 2.193 -0.489
C 0.420 3.187 2.872 -1.078
C -0.297 1.868 2.394 -0.394
N -1.439 2.176 1.540 0.011
C -1.172 3.065 0.409 -0.539
C -2.409 2.990 -0.535 -0.885
C -3.023 4.374 -0.787 -0.321
C -4.414 4.187 -1.414 -1.345
N -0.853 1.145 3.592 -0.039
C -1.377 -0.233 3.318 -0.829
C -2.884 -0.176 3.513 0.800
F -3.027 0.149 4.850 -0.401
F -3.415 0.822 2.847 -0.106
C -3.610 -1.531 3.325 0.421
F -4.539 -1.641 4.306 -0.339
F -2.787 -2.576 3.521 -0.322
C -4.415 -1.677 2.000 0.587
F -4.349 -3.010 1.657 -0.429
F -3.907 -1.007 0.974 -0.180
C -5.937 -1.339 2.101 0.572
F -6.158 -0.192 2.670 -0.151
F -6.625 -2.342 2.655 -0.261
F -6.371 -1.243 0.823 -0.275
C -0.873 -0.921 2.023 -0.707
O -0.258 -0.094 1.075 -0.524
C 0.608 0.863 1.632 -1.243
C 1.759 0.209 2.427 -0.520
C 2.762 -0.287 1.391 -0.027
C 2.644 -1.564 0.908 -0.255
C 3.524 -2.018 -0.063 -1.082
C 4.521 -1.212 -0.601 0.875
C 5.439 -1.705 -1.681 -1.591
C 4.641 0.087 -0.100 -0.780
C 3.776 0.524 0.872 0.272
H 2.836 3.698 0.366 0.057
H 1.272 4.659 0.525 0.339
H 2.604 3.026 2.752 0.579
H -0.221 4.065 2.813 0.391
H 0.637 3.084 3.946 0.424
H -2.119 2.655 2.134 0.460
H -0.309 2.768 -0.179 0.471
H -1.117 4.115 0.717 0.274
H -3.152 2.359 -0.042 0.184
H -2.127 2.488 -1.460 0.442
H -2.347 4.898 -1.465 0.286
H -3.094 4.879 0.177 0.399
H -4.685 5.028 -2.047 0.372
H -4.395 3.256 -1.981 0.342
H -5.151 4.036 -0.626 0.341
H -1.543 1.762 4.041 0.683
H -0.100 1.062 4.275 0.671
H -1.031 -0.862 4.137 0.735
H -1.642 -1.478 1.498 0.441
H -0.136 -1.670 2.332 0.307
H 1.054 1.362 0.779 1.539
H 1.460 -0.592 3.104 0.748
H 2.303 0.919 3.061 0.463
H 1.879 -2.243 1.259 0.244
H 3.440 -3.021 -0.460 0.443
H 6.133 -0.936 -2.003 -0.093
H 5.920 -2.641 -1.414 0.428
H 4.804 -1.921 -2.547 0.495
H 5.418 0.737 -0.478 0.488
H 3.857 1.537 1.231 -0.309
F -4.905 2.413 2.845 -0.915
K 4.162 2.890 2.557 1.012
C 9.592 -1.013 -0.852 -0.260
Br 10.936 0.279 -0.353 -0.114
Br 8.129 -1.011 0.378 -0.055
Br 9.028 -0.764 -2.698 -0.135
H 10.043 -2.036 -0.735 0.452
F 2.609 -3.712 2.456 -0.911
C -5.409 -5.578 0.334 -0.278
C -5.845 -6.868 1.007 0.576
O -5.775 -7.838 -0.059 -0.331
C -4.778 -7.394 -0.908 0.400
O -4.275 -8.043 -1.743 -0.286
O -4.478 -6.057 -0.664 -0.312
F -7.119 -6.785 1.420 -0.214
H -6.247 -5.052 -0.166 0.501
H -4.940 -4.877 1.019 -0.161
H -5.200 -7.173 1.831 0.444
C 4.783 3.639 -5.837 -0.692
C 4.148 4.173 -4.711 -0.520
C 4.631 3.907 -3.452 -0.270
C 5.762 3.105 -3.308 0.235
C 6.405 2.567 -4.403 -0.426
C 5.909 2.842 -5.672 -0.445
N 6.278 2.841 -1.976 1.026
O 5.653 3.314 -1.025 -0.663
O 7.277 2.175 -1.850 -0.503
H 4.410 3.856 -6.822 0.518
H 3.274 4.792 -4.835 0.388
H 4.134 4.319 -2.588 0.372
H 7.281 1.944 -4.282 0.474
H 6.409 2.432 -6.539 0.380
Ca -6.609 -6.196 -1.790 1.418
Br 2.083 2.738 -6.424 -0.830
C -9.579 -5.202 -4.519 -0.650
O -8.308 -5.625 -4.226 -0.687
H -9.896 -5.416 -5.555 0.213
H -10.396 -5.645 -3.915 0.215
H -9.760 -4.115 -4.420 0.243
F 10.471 -3.125 0.335 -0.895
```



Record 3
The following is a quantum chemistry calculation of a structure of composition C34H42F6N6O11S4SiTi in a non-equilibrium geometry, from the OMol25 dataset.

Computed properties:
molecular weight = 1028.9 g mol⁻¹
<S²> = 2.0298
charge = -2
2S+1 = 3
energy relative to the best compared isomer or geometry (same formula, charge and spin) = 0.000 eV
Kohn-Sham gap (spin up / spin down) = 3.806 / 6.825 eV
HOMO level (spin up / spin down) = -0.5 / -3.5 eV
E = -158049.119 eV

```
105
Properties=species:S:1:pos:R:3:lowdin_spin:R:1
Ti 0.290 0.174 0.599 0.931
F -1.364 -1.104 5.800 0.000
C -0.641 -1.031 4.678 0.000
F -0.288 -2.252 4.302 0.000
F 0.464 -0.330 4.923 0.000
S -1.695 -0.223 3.417 0.002
O -1.058 -0.532 2.129 0.011
O -2.987 -0.792 3.623 0.000
N -1.680 1.288 3.797 0.001
S -0.615 2.335 3.260 0.001
O -1.274 3.457 2.683 0.000
O 0.469 1.660 2.566 0.007
C 0.210 2.974 4.772 0.000
F 1.218 2.184 5.127 0.000
F -0.634 3.076 5.791 0.000
F 0.687 4.181 4.475 0.000
C -5.206 -1.816 -0.588 0.000
C -4.300 -0.659 -0.986 0.000
C -4.456 -0.335 -2.465 0.000
C -4.611 0.576 -0.156 0.000
O -2.936 -0.993 -0.726 0.001
Si -2.003 -2.290 -1.044 0.002
S -0.030 -2.015 -0.461 0.011
O -2.663 -3.580 -0.261 0.002
C -2.249 -4.720 0.471 0.000
C -2.020 -4.253 1.905 0.000
C -0.981 -5.356 -0.089 0.000
C -3.397 -5.717 0.397 0.000
O -2.226 -2.554 -2.649 0.000
C -1.736 -3.385 -3.679 0.000
C -2.586 -4.654 -3.694 0.000
C -0.264 -3.725 -3.486 0.000
C -1.931 -2.619 -4.981 0.000
H -6.250 -1.517 -0.721 0.000
H -5.049 -2.074 0.462 0.000
H -5.019 -2.705 -1.195 0.000
H -5.487 -0.029 -2.665 0.000
H -4.218 -1.198 -3.090 0.000
H -3.790 0.484 -2.740 0.000
H -5.649 0.885 -0.324 0.000
H -3.941 1.393 -0.416 0.000
H -4.503 0.358 0.902 0.000
H -1.190 -3.547 1.931 0.000
H -1.786 -5.090 2.572 0.000
H -2.913 -3.745 2.272 0.000
H -0.173 -4.629 -0.159 0.000
H -1.162 -5.787 -1.077 0.000
H -0.655 -6.164 0.572 0.000
H -4.282 -5.309 0.888 0.000
H -3.127 -6.655 0.888 0.000
H -3.643 -5.926 -0.646 0.000
H -2.521 -5.168 -2.735 0.000
H -2.256 -5.342 -4.479 0.000
H -3.633 -4.399 -3.869 0.000
H -0.102 -4.337 -2.598 0.000
H 0.335 -2.819 -3.383 0.001
H 0.091 -4.285 -4.357 0.000
H -2.967 -2.287 -5.064 0.000
H -1.691 -3.249 -5.842 0.000
H -1.284 -1.744 -5.006 0.000
S 2.211 -0.699 1.822 -0.006
C 3.174 0.523 1.047 -0.003
N 4.198 1.124 1.572 0.017
N 4.394 0.845 2.848 0.009
C 5.387 1.508 3.564 0.000
C 5.469 1.275 4.936 0.001
C 6.453 1.893 5.687 0.000
C 7.365 2.754 5.088 0.002
C 7.266 2.986 3.722 0.000
C 6.290 2.373 2.952 0.002
N 2.942 0.916 -0.265 0.045
N 1.817 0.622 -0.670 -0.009
C 1.665 1.050 -2.042 0.002
C 2.657 1.787 -2.683 -0.003
C 2.428 2.265 -3.959 0.001
C 1.220 2.018 -4.600 -0.002
C 0.240 1.280 -3.955 0.001
C 0.463 0.785 -2.678 -0.001
H 3.659 0.340 3.343 0.000
H 4.754 0.612 5.409 0.000
H 6.500 1.703 6.752 0.000
H 8.129 3.243 5.676 0.000
H 7.955 3.668 3.240 0.000
H 6.203 2.569 1.894 0.000
H 3.571 2.029 -2.163 0.000
H 3.189 2.874 -4.430 0.000
H 1.037 2.429 -5.585 0.000
H -0.720 1.113 -4.421 0.000
H -0.326 0.229 -2.193 0.000
O -1.913 2.609 -1.540 0.044
C -0.896 2.631 -0.883 0.036
O -0.662 1.614 0.003 -0.008
C 0.176 3.614 -0.975 0.100
C 1.203 3.768 -0.031 0.010
C 2.240 4.648 -0.233 0.067
C 2.285 5.425 -1.417 0.059
C 1.237 5.303 -2.361 0.065
C 0.211 4.423 -2.128 0.006
N 3.338 6.284 -1.653 0.195
O 4.273 6.366 -0.796 0.196
O 3.354 6.967 -2.727 0.188
H 1.191 3.185 0.883 -0.001
H 3.038 4.756 0.486 0.007
H 1.281 5.899 -3.260 0.008
H -0.582 4.306 -2.856 -0.001
```



Record 4
The following is a quantum chemistry calculation of a structure of composition C34H42IrP in a non-equilibrium geometry, from the OMol25 dataset.

Computed properties:
molecular weight = 673.9 g mol⁻¹
<S²> = 8.8022
charge = +1
2S+1 = 6
Kohn-Sham gap (spin up / spin down) = 5.468 / 6.351 eV
HOMO level (spin up / spin down) = -8.3 / -11.3 eV
E = -48051.549 eV

```
78
Properties=species:S:1:pos:R:3:lowdin_spin:R:1
C 1.025 -1.933 0.072 0.067
C 1.576 -1.398 -1.155 0.196
C 0.731 -1.743 -2.224 0.210
C -0.355 -2.520 -1.730 0.076
C -0.169 -2.733 -0.295 0.123
Ir -0.876 -0.896 0.160 1.272
C -3.591 0.871 -1.569 0.741
C -2.894 0.569 -0.299 0.573
H -2.646 1.406 0.385 0.029
C -2.826 -0.851 0.217 0.103
H -3.320 -1.529 -0.512 -0.003
H -3.218 -0.939 1.227 0.029
C -3.310 2.407 -1.933 0.077
H -2.648 2.997 -1.276 0.012
H -2.966 2.591 -2.961 0.003
H -4.319 2.856 -1.848 0.019
C -2.871 0.011 -2.729 0.092
H -1.978 -0.580 -2.443 0.012
H -3.621 -0.714 -3.053 0.019
H -2.567 0.584 -3.628 0.004
C 2.900 -0.747 -1.248 0.039
H 3.119 -0.180 -0.341 0.007
H 3.712 -1.486 -1.384 0.012
H 2.944 -0.047 -2.082 0.005
C 0.993 -1.445 -3.661 0.029
H 1.517 -0.493 -3.772 0.002
H 1.619 -2.224 -4.130 0.012
H 0.058 -1.385 -4.229 0.003
C -1.387 -3.228 -2.523 0.007
H -1.475 -2.807 -3.532 0.000
H -1.149 -4.300 -2.624 0.003
H -2.366 -3.155 -2.028 0.002
C -0.671 -3.894 0.491 0.026
H -1.663 -4.182 0.129 0.001
H -0.001 -4.758 0.409 0.006
H -0.752 -3.612 1.543 0.004
C 1.839 -2.226 1.281 0.001
H 1.187 -2.495 2.115 0.000
H 2.536 -3.060 1.098 0.000
H 2.428 -1.350 1.572 0.000
C 1.866 2.151 -1.616 0.694
C 0.670 1.959 -2.322 0.093
C 2.992 2.659 -2.343 0.067
C 0.541 2.246 -3.759 0.049
H -0.436 1.654 -2.258 0.012
C 2.813 2.893 -3.732 0.030
H 3.819 2.830 -1.705 0.007
C 1.682 2.706 -4.445 -0.018
H -0.455 2.131 -4.305 0.004
H 3.726 3.224 -4.188 0.006
H 1.566 2.905 -5.525 0.001
C -2.363 0.581 2.991 0.017
P -0.816 0.217 2.111 0.090
C 0.029 1.840 1.976 0.024
C 1.387 1.886 1.623 0.030
C 2.041 3.110 1.489 0.019
C 1.335 4.305 1.668 0.013
C -0.020 4.266 2.007 0.003
C -0.672 3.043 2.174 0.013
C 0.062 -0.688 3.457 0.009
C -0.488 -1.915 3.883 0.005
C 0.210 -2.710 4.798 0.000
C 1.439 -2.280 5.305 0.004
C 1.934 -1.021 4.960 0.000
C 1.229 -0.206 4.071 0.005
H -3.028 1.200 2.383 0.001
H -2.102 1.108 3.918 0.004
H -2.864 -0.361 3.241 0.001
H 1.940 0.962 1.430 0.003
H 3.096 3.125 1.219 0.001
H 1.842 5.262 1.535 0.000
H -0.579 5.191 2.143 0.000
H -1.722 3.029 2.469 0.001
H -1.464 -2.241 3.510 0.000
H -0.215 -3.664 5.111 0.000
H 2.002 -2.921 5.987 0.000
H 2.870 -0.659 5.384 0.000
H 1.590 0.801 3.863 0.000
```